Record 1
A 2-piece molecular cluster, C5H8O overall in a non-equilibrium geometry, computed with the ωB97M-V functional and the def2-TZVPD basis.

Calculated values
ΔE to the lowest compared entry with this formula, charge and spin in kcal per mole: 26.63

Geometry as ORCA input:
```
! wB97M-V def2-TZVPD RIJCOSX def2/J DEFGRID3
* xyz 0 1
O -1.077 0.304 3.042
C -0.478 0.995 2.369
C 0.669 0.232 -0.813
C -1.823 0.243 -0.508
C 1.752 -0.524 -0.020
C -0.687 -0.412 -0.729
H -2.779 -0.270 -0.460
H 0.590 1.265 -0.457
H -0.714 -1.495 -0.863
H 0.967 0.292 -1.867
H 2.426 -1.085 -0.677
H 1.308 -1.244 0.677
H 2.368 0.159 0.575
H -1.838 1.323 -0.373
*
```



Record 2
A 4-piece molecular cluster, C26H35NO12 overall in a non-equilibrium geometry, computed with the ωB97M-V functional and the def2-TZVPD basis.

Calculated values
ΔE to the lowest compared entry with this formula, charge and spin in kcal per mole: 0.00
SMILES: O=C1C=C(c2ccncc2)C(=O)C=C1C[C@@H]1CO1.CCOC(=O)OC.CCOC(=O)OC.CCOC(=O)OC

Geometry as ORCA input:
```
! wB97M-V def2-TZVPD RIJCOSX def2/J DEFGRID3
* xyz 0 1
O 4.297 -0.571 -0.446
O -4.666 3.449 -0.386
O 8.328 2.914 2.144
O 6.407 -2.237 -4.421
O 6.140 3.193 1.641
O 1.717 -2.540 -4.618
O -6.545 -2.393 2.271
O -8.112 -1.341 3.508
O -6.669 3.865 0.568
O 7.497 1.803 0.492
O -7.400 -3.266 4.175
O -6.460 2.093 -0.642
N -2.593 -0.408 -3.081
C 6.502 -0.807 -3.986
C -6.537 -4.406 4.037
C -2.119 -1.643 -3.197
C 7.214 2.684 1.447
C -8.029 -0.236 2.603
C -5.668 1.191 -1.440
C -6.093 5.018 1.188
C 3.704 -1.078 -1.380
C -1.704 0.551 -2.840
C 2.273 -0.781 -1.595
C 1.572 -1.272 -2.622
C -5.816 3.157 -0.177
C 2.273 -2.158 -3.610
C 0.136 -0.984 -2.805
C 3.680 -2.525 -3.335
C -5.118 -4.099 4.461
C -0.786 -1.988 -3.064
C -0.348 0.312 -2.706
C 5.820 -2.345 -2.022
C 6.809 -1.953 -3.120
C 6.369 1.406 -0.302
C 4.388 -2.022 -2.320
C 8.187 3.828 3.243
C 7.523 3.181 4.439
C -4.769 0.333 -0.583
C -7.278 -2.340 3.225
H -5.103 -3.701 5.477
H -8.146 -0.561 1.572
H 5.950 -3.414 -1.853
H -5.377 4.720 1.951
H -4.026 0.939 -0.064
H -6.579 -4.774 3.012
H -4.514 -5.006 4.431
H 4.133 -3.208 -4.042
H -6.918 5.555 1.647
H 5.671 0.819 0.283
H -4.665 -3.360 3.802
H 8.062 2.278 4.729
H 7.645 4.714 2.914
H -6.388 0.574 -1.973
H 1.799 -0.138 -0.863
H -8.838 0.441 2.862
H -4.244 -0.397 -1.195
H 6.496 2.902 4.210
H -2.080 1.562 -2.740
H 7.852 -2.088 -2.835
H 6.766 0.800 -1.112
H -7.076 0.275 2.725
H 6.125 -1.774 -1.145
H -5.604 5.651 0.451
H 5.869 2.280 -0.717
H -0.476 -3.018 -3.168
H -5.103 1.754 -2.182
H -6.974 -5.163 4.685
H -2.842 -2.422 -3.408
H -5.350 -0.194 0.178
H 7.515 3.872 5.281
H 7.214 -0.454 -4.720
H 5.544 -0.308 -3.921
H 9.205 4.126 3.487
H 0.325 1.134 -2.500
*
```



Record 3
One molecule with the formula C2H3N3 in a non-equilibrium geometry, computed with the ωB97M-V functional and the def2-TZVPD basis.

Calculated values
ΔE to the lowest compared entry with this formula, charge and spin in kcal per mole: 14.74
SMILES: c1nc[nH]n1

Geometry as ORCA input:
```
! wB97M-V def2-TZVPD RIJCOSX def2/J DEFGRID3
* xyz 0 1
N 0.889 -0.345 0.303
N -0.204 -0.901 0.873
N -0.783 0.461 -0.845
C 0.514 0.498 -0.681
C -1.176 -0.332 0.183
H 1.083 1.352 -1.013
H -2.145 -0.111 0.608
H 1.822 -0.622 0.572
*
```



Record 4
C21H48ClNO2P3Ti as an isolated structure in a non-equilibrium geometry, computed with the ωB97M-V functional and the def2-TZVPD basis.

Calculated values
Electronic energy in eV: -91619.533

Geometry as ORCA input:
```
! wB97M-V def2-TZVPD RIJCOSX def2/J DEFGRID3
* xyz 3 1
Ti -0.349 -0.050 0.866
Cl -2.342 -0.071 -0.356
P 0.056 -2.440 -0.003
P -0.781 -0.204 4.261
P -0.192 2.405 0.151
O 1.975 0.514 -1.621
O 2.884 0.021 1.101
N -0.673 -0.111 2.626
C -0.217 2.544 4.251
C -3.271 -1.275 3.593
C -2.160 -1.420 4.651
C 1.376 -1.936 4.028
C 0.822 0.250 -1.763
C -0.182 -3.021 -1.720
C -1.586 3.222 1.011
C -0.459 3.049 -1.534
C 1.725 -0.017 0.949
C 0.777 -1.229 6.392
C 1.924 0.329 4.823
C 0.874 -0.786 4.918
C -1.335 -3.338 0.785
C 1.531 -3.396 0.487
C -1.198 1.523 4.864
C 1.285 3.331 0.680
C -0.039 0.069 -2.920
C -2.767 -1.200 6.052
C -1.129 1.654 6.398
C -2.624 1.845 4.387
C -1.648 -2.868 4.611
H 0.120 2.243 3.251
H 0.375 -0.439 7.038
H 2.123 3.061 0.026
H -1.494 3.148 2.099
H -0.748 -0.750 -2.749
H -1.121 -2.625 -2.125
H -1.603 4.279 0.722
H -2.527 2.749 0.709
H -3.792 -0.316 3.662
H -0.642 0.970 -3.113
H -0.659 4.128 -1.469
H -1.794 0.958 6.922
H 1.088 4.410 0.599
H -2.751 1.636 3.317
H -0.110 1.535 6.788
H -2.014 -1.256 6.850
H 0.664 2.697 4.884
H 2.354 -2.266 4.408
H -3.478 -2.025 6.224
H -1.333 2.560 -1.981
H 1.799 -1.447 6.739
H -2.290 -2.894 0.478
H 1.513 -1.594 2.992
H 1.697 -3.342 1.570
H -1.459 2.674 6.647
H 2.010 0.722 3.803
H 1.552 3.083 1.714
H -0.241 -4.120 -1.714
H -4.013 -2.069 3.765
H 0.717 -2.806 4.024
H -1.265 -3.292 1.876
H -0.932 -3.080 5.412
H 0.555 -0.149 -3.827
H 0.186 -2.138 6.541
H 0.661 -2.715 -2.352
H -2.807 2.920 4.539
H -0.721 3.517 4.163
H -3.390 1.311 4.960
H 2.899 -0.110 5.082
H -1.304 -4.386 0.464
H 0.428 2.888 -2.157
H 1.746 1.148 5.530
H 2.409 -2.985 -0.026
H -2.510 -3.535 4.768
H -3.334 -0.267 6.140
H -2.884 -1.381 2.572
H 1.401 -4.445 0.189
H -1.211 -3.121 3.639
*
```



Record 5
A 2-piece molecular cluster, C4H7NO2 overall in a non-equilibrium geometry, computed with the ωB97M-V functional and the def2-TZVPD basis.

Calculated values
ΔE to the lowest compared entry with this formula, charge and spin in kcal per mole: 40.39

Geometry as ORCA input:
```
! wB97M-V def2-TZVPD RIJCOSX def2/J DEFGRID3
* xyz 0 1
O 2.439 0.152 0.109
O -2.930 0.689 -1.546
N -0.190 0.808 1.137
C -0.520 -1.481 0.401
C -1.904 1.170 -1.475
C 0.080 -0.293 0.300
C 1.241 -0.018 -0.621
H -0.350 1.663 0.611
H 2.193 0.608 0.926
H -0.167 -2.328 -0.178
H 1.019 0.882 -1.222
H 1.386 -0.849 -1.316
H -1.339 -1.652 1.095
H -0.959 0.648 1.778
*
```